Here is a cluster of 2 separate species, C4H12 in total in a non-equilibrium geometry from the OMol25 dataset. Energies are from the ωB97M-V functional and the def2-TZVPD basis.

Atoms and positions in Å:
C 2.2753 1.4638 1.1385
H -3.1722 -1.6716 -1.1301
C -2.4779 -1.1949 -0.4303
H -0.5550 -0.1666 -0.4231
H -2.0862 -2.0218 0.1640
H 3.3414 1.4239 0.9638
H -3.1719 -0.6717 0.2308
H 1.7944 1.7026 2.0815
H 1.6464 0.2606 -0.5803
C 1.7065 0.1942 0.5083
H 2.1793 -0.7481 0.7841
H -1.6926 0.5352 -1.3799
H 0.6728 0.0263 0.7320
H -1.1137 -0.9819 -2.0549
H 1.9817 2.3232 0.5213
C -1.3281 -0.4732 -1.1257

Cartesian forces (eV/Å) of the 3 atoms listed first:
C -0.902 0.148 -1.726
H 0.272 0.075 -0.279
C -0.451 -1.251 0.237

Computed properties:
- multiplicity = 1
- electronic energy (a.u.) = -159.55600
- maximum force (Eh/bohr) = 0.0524
- Kohn-Sham gap (eV) = 12.367